<1>
Here is a 2-piece molecular cluster, C5H10OS overall from the OMol25 dataset. Energies are from wB97M-V/def2-TZVPD.

CARTESIAN COORDINATES (ANGSTROEM)
C (2.67603, -1.40359, -1.11307)
C (-1.25069, -1.31423, -0.48584)
C (-1.96075, -0.07763, -0.03888)
C (-0.58341, 0.08214, -0.51628)
C (0.84634, 2.11487, 0.77675)
O (0.26483, -0.31053, 1.86631)
S (0.91319, 0.22332, 0.65970)
H (1.57666, -1.43423, -1.06061)
H (2.92535, -2.24476, -0.44687)
H (-0.90158, -2.10146, 0.14709)
H (-1.64317, -1.71235, -1.43319)
H (-2.75159, 0.10295, -0.80026)
H (-2.18699, 0.10203, 1.03866)
H (-0.37347, 0.55961, -1.45562)
H (0.41909, 2.75111, 0.05676)
H (0.20240, 2.29476, 1.76727)
H (1.82776, 2.36800, 1.03808)

Properties
Molecular weight in g mol⁻¹: 118.20
HOMO (spin up / spin down) in eV: -9.52 / -9.40
LUMO level (spin up / spin down) in eV: -0.822 / -0.833
Kohn-Sham gap (spin up / spin down) in eV: 8.7 / 8.6

---

<2>
Here is one molecule with the formula C5H10OS from the OMol25 dataset. Energies are from wB97M-V/def2-TZVPD.

CARTESIAN COORDINATES (ANGSTROEM)
O (-0.03254, 1.01808, -3.11502)
C (-0.20430, 0.53536, -2.02485)
C (0.49983, -0.72096, -1.59318)
C (1.40205, -0.41211, -0.37585)
C (0.74834, 0.34474, 0.77757)
S (-0.74325, -0.52957, 1.34078)
C (-0.98141, 0.29085, 2.91399)
H (-0.99756, 0.93743, -1.36638)
H (1.07749, -1.06950, -2.44512)
H (-0.18067, -1.47907, -1.20210)
H (1.93927, -1.26394, 0.03935)
H (2.19836, 0.26377, -0.72645)
H (1.41976, 0.39871, 1.63202)
H (0.49584, 1.37664, 0.52502)
H (-1.81411, -0.18892, 3.43167)
H (-0.11493, 0.23186, 3.57451)
H (-1.27965, 1.32199, 2.74444)

Properties
Molecular weight in g mol⁻¹: 118.20
HOMO in eV: -8.83
SMILES string: CSCCCC=O
LUMO level in eV: 0.841
Kohn-Sham gap in eV: 9.7

---

<3>
Here is one molecule with the formula C5H10OS from the OMol25 dataset. Energies are from wB97M-V/def2-TZVPD.

CARTESIAN COORDINATES (ANGSTROEM)
C (-2.56163, -0.88579, -0.13174)
C (-0.68171, 0.31590, -0.37688)
C (0.55632, 0.59671, 0.15169)
C (1.24465, 1.85634, -0.18875)
C (1.31740, -0.68472, 0.78858)
H (-2.55064, -0.24174, 0.85283)
H (-3.29499, -0.57229, -0.90907)
H (-3.11468, -1.93838, 0.43918)
H (-1.20661, 1.12777, -1.13179)
H (2.03316, 2.40317, 0.59129)
H (0.31600, 2.61769, -0.20039)
H (1.95439, 1.82094, -1.23530)
H (2.02421, -0.41612, 1.65875)
H (0.79430, -1.54934, 1.21751)
H (1.61718, -2.27808, -0.72402)
O (-1.14072, -0.97287, -0.36463)
S (2.69339, -1.19920, -0.43724)

Properties
Molecular weight in g mol⁻¹: 118.20
HOMO in eV: -8.60
SMILES string: CO/C=C(/C)CS
LUMO level in eV: 0.693
Kohn-Sham gap in eV: 9.3

---

Which structure is most stable? <2>, by 100.6 kcal/mol over the runner-up.

---

<1>
Here is a 2-piece molecular cluster, C2H5N2O2 overall from the OMol25 dataset. Energies are from wB97M-V/def2-TZVPD.

CARTESIAN COORDINATES (ANGSTROEM)
O (1.13011, -1.63997, -2.15909)
C (-0.10222, -1.58709, -2.19483)
O (-0.86906, -0.88036, -1.48907)
H (-0.60266, -2.23781, -2.94864)
N (0.28048, 0.02106, 0.73923)
C (0.09112, 1.11736, 1.48667)
N (-0.77901, 2.03751, 1.30233)
H (1.04760, -0.53815, 1.05810)
H (-0.26173, -0.22884, -0.14041)
H (0.79691, 1.18281, 2.33117)
H (-0.73154, 2.75347, 2.01454)

Properties
Molecular weight in g mol⁻¹: 89.07
HOMO in eV: -4.56
LUMO level in eV: 3.951
Total charge: -1
Kohn-Sham gap in eV: 8.5

---

<2>
Here is a 2-piece molecular cluster, C2H5N2O2 overall from the OMol25 dataset. Energies are from wB97M-V/def2-TZVPD.

CARTESIAN COORDINATES (ANGSTROEM)
N (-0.43324, 0.41667, -0.92703)
C (0.73626, 1.12298, -1.07307)
N (0.69288, 2.29544, -1.59734)
H (-0.31797, -0.48834, -0.45546)
H (-1.24985, 0.97462, -0.95870)
H (1.69163, 0.70925, -0.74587)
H (1.57611, 2.63954, -1.94862)
O (-1.33738, -0.82604, 1.59159)
C (-0.25925, -1.47335, 1.50934)
O (0.54387, -1.50351, 0.50577)
H (-0.03143, -2.08129, 2.38272)

Properties
Molecular weight in g mol⁻¹: 89.07
HOMO in eV: -4.28
LUMO level in eV: 4.405
Total charge: -1
Kohn-Sham gap in eV: 8.7

---

Which structure is most stable? <1>, by 5.5 kcal/mol over the runner-up.

---

<1>
Here is C6H21O6V as an isolated structure from the OMol25 dataset. Energies are from wB97M-V/def2-TZVPD.

CARTESIAN COORDINATES (ANGSTROEM)
V (-13.53426, 13.89817, 20.56333)
O (-13.86489, 12.65201, 18.89660)
H (-14.75851, 12.44619, 18.58328)
O (-11.69869, 14.22266, 19.36137)
H (-11.30414, 13.84583, 20.16185)
O (-12.72266, 12.58686, 21.99084)
H (-13.16745, 11.83687, 22.40091)
C (-12.89866, 17.76284, 21.09175)
C (-13.63076, 17.07541, 22.25674)
O (-13.36730, 15.65904, 22.19318)
H (-13.21154, 18.80160, 20.97053)
H (-12.92048, 17.28296, 20.11278)
H (-11.82037, 17.72251, 21.25941)
H (-14.69821, 17.29288, 22.30187)
H (-13.15171, 17.48095, 23.14932)
H (-12.92388, 15.37132, 22.99647)
C (-16.80357, 14.07684, 23.24710)
C (-16.49911, 14.37678, 21.75348)
O (-15.60194, 13.42408, 21.25503)
H (-15.96103, 13.95733, 23.92722)
H (-17.38243, 13.16961, 23.43607)
H (-17.41854, 14.91980, 23.57486)
H (-16.07566, 15.38109, 21.69800)
H (-17.42308, 14.44588, 21.17158)
H (-16.26892, 12.74146, 21.12320)
C (-16.32242, 15.60983, 17.67449)
C (-15.54108, 16.26083, 18.80896)
O (-14.36980, 15.51237, 19.18958)
H (-16.83312, 14.68226, 17.93256)
H (-15.61257, 15.31202, 16.89958)
H (-17.01392, 16.28376, 17.16635)
H (-16.19346, 16.56265, 19.63001)
H (-15.18691, 17.25529, 18.51988)
H (-13.79671, 15.33636, 18.43075)

Properties
Multiplicity: 4
Molecular weight in g mol⁻¹: 240.17
HOMO (spin up / spin down) in eV: -1.46 / -3.08
LUMO level (spin up / spin down) in eV: 2.793 / 2.762
Total charge: -1
<S²>: 3.756
Kohn-Sham gap (spin up / spin down) in eV: 4.3 / 5.8

---

<2>
Here is C6H21O6V as an isolated structure from the OMol25 dataset. Energies are from wB97M-V/def2-TZVPD.

CARTESIAN COORDINATES (ANGSTROEM)
V (0.25603, -0.02546, 0.02283)
O (2.10492, -0.75278, 0.83886)
H (1.63469, -1.51765, 1.22407)
O (-0.79877, 0.67446, 1.65154)
H (-0.32722, 1.14601, 2.36555)
O (1.67091, -0.44935, -1.75644)
H (1.61589, 0.11318, -2.55335)
C (0.65693, -4.40332, 0.50182)
C (0.64118, -3.13360, -0.56725)
O (-0.23232, -2.22965, 0.03441)
H (1.41718, -5.14127, 0.24580)
H (-0.35776, -4.79141, 0.41303)
H (0.87164, -4.00677, 1.49416)
H (0.35543, -3.39980, -1.58489)
H (1.69221, -2.87363, -0.69318)
H (-1.11397, -2.60858, 0.06103)
C (-3.17081, 0.06762, -0.76249)
C (-2.30471, 1.06146, -1.43295)
O (-1.13536, 0.28547, -1.68136)
H (-4.20010, 0.29775, -0.48734)
H (-2.69625, -0.28667, 0.15259)
H (-3.17949, -0.79356, -1.43062)
H (-2.12450, 1.84114, -0.69286)
H (-2.79380, 1.43848, -2.33114)
H (-0.73699, 0.67459, -2.46334)
C (0.62329, 3.89371, 1.30235)
C (1.86299, 2.97360, 1.15181)
O (1.60326, 2.05754, 0.11546)
H (0.33602, 4.16503, 0.28649)
H (0.74135, 4.79099, 1.90984)
H (-0.12633, 3.20530, 1.69256)
H (1.91299, 2.45447, 2.10895)
H (2.81513, 3.48519, 1.01115)
H (2.48625, 1.78735, -0.14708)

Properties
Multiplicity: 4
Molecular weight in g mol⁻¹: 240.17
HOMO (spin up / spin down) in eV: -1.62 / -3.38
LUMO level (spin up / spin down) in eV: 3.153 / 3.141
Total charge: -1
<S²>: 3.755
Kohn-Sham gap (spin up / spin down) in eV: 4.8 / 6.5

---

Which structure is most stable? <2>, by 1.9 kcal/mol over the runner-up.

---

<1>
Here is C5H10N2O2 as an isolated structure from the OMol25 dataset. Energies are from wB97M-V/def2-TZVPD.

CARTESIAN COORDINATES (ANGSTROEM)
C (1.07548, 0.16000, -1.45556)
C (0.79722, 1.12895, 0.32911)
C (1.42108, 0.26502, 1.41244)
C (-1.16794, 0.37137, -0.12293)
C (-0.70891, -0.99337, -0.72394)
N (-1.55873, -2.01730, -0.62980)
O (-1.70290, 0.16713, 1.15122)
N (0.42989, -1.02065, -1.31265)
O (-1.72738, 1.12832, -0.91738)
H (-2.35376, 0.87142, 1.28770)
H (-2.32485, -1.95813, 0.02451)
H (-1.39638, -2.86863, -1.14683)
H (2.15920, 0.08357, -1.50048)
H (0.60738, 0.90894, -2.09445)
H (1.54999, 1.77719, -0.12986)
H (0.14218, 1.89270, 0.74603)
H (2.13391, -0.45273, 0.99938)
H (1.95951, 0.87491, 2.14474)
H (0.66501, -0.31871, 1.93875)

Properties
Molecular weight in g mol⁻¹: 130.15
HOMO in eV: -8.38
LUMO level in eV: 0.337
Kohn-Sham gap in eV: 8.7

---

<2>
Here is a 2-piece molecular cluster, C5H10N2O2 overall from the OMol25 dataset. Energies are from wB97M-V/def2-TZVPD.

CARTESIAN COORDINATES (ANGSTROEM)
C (-1.15140, -1.32039, -1.15688)
C (1.14156, 1.54649, 0.09914)
C (-0.77834, 0.46562, 1.83511)
C (-0.08214, -1.63808, -0.11936)
C (0.26352, -1.51691, -1.52628)
N (0.53079, 2.08791, -1.00317)
O (0.09209, 0.29989, 0.72942)
N (-0.03494, -2.60856, 0.73635)
O (1.10423, -1.20019, -2.34804)
H (0.90554, -2.84403, 1.06427)
H (0.44422, 1.39747, -1.79912)
H (0.62108, 3.09050, -1.10824)
H (-1.90447, -2.02821, -1.48654)
H (-1.47311, -0.28536, -1.05412)
H (1.96667, 0.87249, -0.15455)
H (1.34092, 2.25119, 0.91027)
H (-0.83590, -0.51038, 2.31922)
H (-0.37283, 1.17723, 2.55811)
H (-1.77750, 0.76332, 1.50440)

Properties
Molecular weight in g mol⁻¹: 130.15
HOMO in eV: -8.53
SMILES string: [H]/N=C1/CC1=O.COCN
LUMO level in eV: -0.008
Kohn-Sham gap in eV: 8.5

---

<3>
Here is one molecule with the formula C5H10N2O2 from the OMol25 dataset. Energies are from wB97M-V/def2-TZVPD.

CARTESIAN COORDINATES (ANGSTROEM)
C (0.43537, -0.37732, 0.72793)
C (0.31475, 0.40910, -0.79537)
C (0.22145, -0.33345, -2.09837)
C (-1.35198, -0.43645, 0.17189)
N (-2.11614, 0.40080, 0.90858)
N (0.36752, 0.30599, 1.95449)
C (1.74909, 0.28744, -0.20879)
O (-1.80478, -1.33304, -0.48292)
O (2.63629, -0.40873, -0.74174)
H (0.53063, -1.45596, 0.68242)
H (-0.11964, 1.39508, -0.68533)
H (-1.70124, 1.02051, 1.58508)
H (-3.09523, 0.18665, 1.01578)
H (1.10423, 0.96003, 2.18166)
H (0.15157, -0.27783, 2.75276)
H (2.01101, 1.23454, 0.30821)
H (-0.75279, -0.22699, -2.57100)
H (0.41230, -1.39448, -1.95008)
H (1.00759, 0.04410, -2.75520)

Properties
Molecular weight in g mol⁻¹: 130.15
HOMO in eV: -7.78
LUMO level in eV: 0.550
Kohn-Sham gap in eV: 8.3

---

<4>
Here is a 2-piece molecular cluster, C5H10N2O2 overall from the OMol25 dataset. Energies are from wB97M-V/def2-TZVPD.

CARTESIAN COORDINATES (ANGSTROEM)
C (-2.18533, 0.04305, 0.34875)
N (0.36734, -0.29088, 0.13143)
C (-0.03824, 0.91553, 0.37723)
C (1.68435, -0.74667, -0.14865)
N (2.66700, 0.22774, -0.21077)
C (0.15311, 2.21260, 0.33063)
C (1.85914, -2.06233, -0.33091)
O (-2.75794, -1.28039, 0.34431)
O (-2.62938, 0.77115, -0.77556)
H (-2.56456, -1.67029, -0.51793)
H (-3.59452, 0.85670, -0.74145)
H (-0.65732, -0.71805, 0.03394)
H (-2.56898, 0.47308, 1.27980)
H (3.61231, -0.11687, -0.13949)
H (2.50387, 1.05819, 0.33899)
H (0.49174, 2.67861, -0.58817)
H (-0.19030, 2.85168, 1.13277)
H (2.83240, -2.46946, -0.56241)
H (1.01531, -2.73340, -0.30250)

Properties
Molecular weight in g mol⁻¹: 130.15
HOMO (spin up / spin down) in eV: -7.07 / -7.08
LUMO level (spin up / spin down) in eV: 0.064 / 0.066
Kohn-Sham gap (spin up / spin down) in eV: 7.1 / 7.1

---

Which structure is most stable? <1>, by 22.9 kcal/mol over the runner-up.

---

<1>
Here is C5H8NO as an isolated structure from the OMol25 dataset. Energies are from wB97M-V/def2-TZVPD.

CARTESIAN COORDINATES (ANGSTROEM)
C (1.16849, 0.01371, 0.23006)
C (2.18602, -0.92635, 0.73313)
C (-0.92853, 0.24069, -0.17571)
C (-1.69930, -0.92667, -0.00712)
C (-1.20362, 1.52733, -0.53625)
N (2.00130, 0.92276, -0.13563)
O (3.06666, 0.20640, 0.22877)
H (2.29092, -1.18918, 1.78304)
H (2.45011, -1.75240, 0.06352)
H (-2.14254, -0.90142, -1.02099)
H (-2.53021, -0.82467, 0.69604)
H (-1.10998, -1.91040, -0.08753)
H (-0.56863, 1.74637, -1.36849)
H (-0.76539, 2.11354, 0.30506)
H (-2.21531, 1.66029, -0.70789)

Properties
Molecular weight in g mol⁻¹: 98.12
HOMO (spin up / spin down) in eV: -14.26 / -14.26
LUMO level (spin up / spin down) in eV: -6.392 / -6.392
Total charge: +1
Kohn-Sham gap (spin up / spin down) in eV: 7.9 / 7.9

---

<2>
Here is a 2-piece molecular cluster, C5H8NO overall from the OMol25 dataset. Energies are from wB97M-V/def2-TZVPD.

CARTESIAN COORDINATES (ANGSTROEM)
C (-1.08058, 0.96844, 0.82916)
C (-1.87606, 1.57482, -0.01939)
C (-0.18385, 0.54962, 1.57093)
C (0.62857, -0.19184, 2.47917)
C (0.56574, -0.05818, -2.13305)
N (0.27834, -1.01461, -1.03149)
O (-2.83609, 1.92433, -0.52575)
H (0.03902, -0.62889, 3.29850)
H (1.19595, -0.91227, 1.93032)
H (1.15814, 0.49893, 3.18114)
H (1.53948, -0.21404, -2.42652)
H (-0.03048, -0.15064, -3.02991)
H (0.37436, 0.88881, -1.66570)
H (0.92736, -1.89100, -1.24648)
H (-0.69990, -1.34346, -1.21094)

Properties
Molecular weight in g mol⁻¹: 98.12
HOMO in eV: -13.55
LUMO level in eV: -6.477
Total charge: +1
Kohn-Sham gap in eV: 7.1

---

<3>
Here is an isolated ion of composition C5H8NO and charge +1 from the OMol25 dataset. Energies are from wB97M-V/def2-TZVPD.

CARTESIAN COORDINATES (ANGSTROEM)
C (0.01186, -1.72744, -0.56357)
C (-0.32124, 1.50537, 1.05178)
C (0.77384, -0.39915, 1.77942)
C (-0.22247, -0.41298, -0.48367)
C (-0.39642, 0.50420, -1.65297)
N (-0.01112, 0.25312, 0.78648)
O (1.56288, 0.26989, 2.34546)
H (0.15329, -2.43433, 0.21683)
H (-0.04007, -2.19721, -1.56709)
H (-0.81218, 2.20241, 0.39993)
H (-0.01254, 1.69864, 2.01958)
H (0.67539, -1.49152, 1.67649)
H (-1.52084, 0.46573, -2.06850)
H (0.38446, 0.25380, -2.42953)
H (-0.22483, 1.50948, -1.51064)

Properties
Molecular weight in g mol⁻¹: 98.12
HOMO in eV: -14.94
SMILES string: C=C(C)[N+](=C)C=O
LUMO level in eV: -6.129
Total charge: +1
Kohn-Sham gap in eV: 8.8

---

Which structure is most stable? <3>, by 33.1 kcal/mol over the runner-up.